A cluster of 2 separate species, BrH4N2OP in total, computed with the ωB97M-V functional and the def2-TZVPD basis.

Geometry (Å):
N: -0.489924 -1.726106 -0.454538
N: 1.309321 1.027498 0.791342
O: -1.505542 0.219825 0.577300
P: -0.411444 -0.208145 -0.401528
Br: -0.883186 0.840779 -2.282226
H: 0.159027 -2.441040 -0.632257
H: 1.236270 0.290589 1.469399
H: 2.137152 0.826146 0.282093
H: -1.551673 1.170453 0.650414

Atoms 1-6, force components in eV/Å:
-0.20 1.11 0.27
-3.63 -0.93 -1.79
-1.61 0.78 1.19
3.29 -0.55 0.37
0.31 0.21 0.15
0.80 -0.57 -0.44

The calculation puts the LUMO energy at -0.94 eV.

A structure of composition C37H50GeNRbSSbSe4Si3Te, computed with the ωB97M-V functional and the def2-TZVPD basis.

Geometry (Å):
Rb: 2.397212 0.960917 0.368101
C: 2.029694 0.082985 5.070872
C: 2.994860 -0.262325 3.973672
C: 2.903779 -1.521279 3.377490
C: 3.798172 -1.930514 2.403228
C: 4.834667 -1.082455 2.021257
C: 4.928058 0.176743 2.594031
C: 4.000999 0.598531 3.546275
H: 0.997070 -0.036422 4.731671
H: 2.170046 1.100454 5.432362
H: 2.161808 -0.609832 5.904763
H: 2.113021 -2.177689 3.717184
H: 3.705957 -2.910990 1.950230
H: 5.573700 -1.417339 1.303745
H: 5.754709 0.826805 2.329268
H: 4.088068 1.579581 3.998980
C: -2.013832 -1.165863 -3.310048
Si: -1.073218 0.344092 -2.669212
C: -1.893667 1.777488 -3.595935
C: -1.747363 0.561796 -0.886552
C: 0.737282 0.330382 -2.717956
Si: 1.583521 -1.266450 -2.572204
C: 2.083986 -1.955541 -4.262582
C: 0.599518 -2.599531 -1.674107
C: 3.228205 -1.333786 -1.596939
Si: 1.590865 1.764316 -3.358363
C: 1.209684 2.256328 -5.143522
C: 3.479019 1.649723 -3.326262
C: 1.275518 3.385351 -2.364544
C: 0.527871 4.462823 -2.846819
C: 0.313252 5.581569 -2.059734
C: 0.869488 5.623033 -0.792338
C: 1.623630 4.535462 -0.388454
N: 1.823455 3.448428 -1.132978
H: -3.061818 -0.884560 -3.448663
H: -1.986676 -2.011112 -2.624065
H: -1.625980 -1.506015 -4.273606
H: -2.960567 1.783949 -3.354712
H: -1.799162 1.676318 -4.678019
H: -1.484377 2.746864 -3.310006
H: -2.786157 0.237582 -0.774039
H: -1.665890 1.622202 -0.622668
H: -1.104255 -0.051933 -0.247165
H: 1.196954 -2.112614 -4.880331
H: 2.631231 -2.900057 -4.198506
H: 2.720508 -1.236402 -4.784882
H: -0.231962 -2.993937 -2.254443
H: 0.193975 -2.226225 -0.726654
H: 1.250026 -3.442788 -1.423145
H: 3.990899 -0.647842 -1.970167
H: 3.626451 -2.347909 -1.682660
H: 3.085652 -1.162424 -0.530057
H: 1.469260 1.413699 -5.789775
H: 1.789984 3.125087 -5.467747
H: 0.155793 2.475160 -5.305526
H: 3.832638 0.728865 -3.792602
H: 3.893409 1.695153 -2.317001
H: 3.895665 2.490755 -3.885520
H: 0.110424 4.411839 -3.843858
H: -0.279446 6.410251 -2.428652
H: 0.724276 6.463047 -0.127238
H: 2.088885 4.541418 0.596245
Se: -1.618519 1.652060 4.694664
Sb: -0.143846 3.726456 3.937925
Se: -1.332258 5.769086 3.846610
Se: 2.057265 3.859189 4.781423
Se: -0.079260 2.498259 1.632259
Te: -1.949604 0.945286 2.237576
C: -3.621821 2.178921 1.953315
C: -3.891661 3.450256 2.365458
C: -5.178801 3.876731 1.963998
C: -5.858393 2.921929 1.263330
S: -4.941671 1.501684 1.077472
H: -3.205719 4.073129 2.924552
H: -5.580469 4.849847 2.203006
H: -6.850921 2.986436 0.849077
Ge: -0.752476 -2.248043 2.851072
C: -2.675138 -2.118874 2.168188
C: -3.064957 -2.023953 0.824168
C: -4.398498 -1.952310 0.449928
C: -5.397130 -1.960812 1.418883
C: -5.043293 -2.021208 2.756589
C: -3.699317 -2.093980 3.118618
C: -0.202161 -3.924925 1.809901
C: -1.012861 -4.620885 0.911739
C: -0.553346 -5.720685 0.198622
C: 0.745405 -6.177005 0.367551
C: 1.561921 -5.533480 1.286287
C: 1.084240 -4.438340 1.993286
H: -0.244674 -1.170956 1.705643
H: -2.302955 -1.990877 0.051587
H: -4.661208 -1.881742 -0.600087
H: -6.439637 -1.907370 1.129428
H: -5.810804 -2.005701 3.521717
H: -3.439160 -2.138954 4.173240
H: -2.041471 -4.313249 0.760919
H: -1.216777 -6.220776 -0.498054
H: 1.110465 -7.026109 -0.196849
H: 2.570554 -5.891081 1.461526
H: 1.740177 -3.983122 2.726313

Atoms 1-6, force components in eV/Å:
0.14 -0.08 -0.02
0.00 0.05 0.04
-0.07 -0.07 -0.07
-0.01 -0.01 -0.02
0.07 0.05 -0.03
-0.03 -0.06 -0.01

The calculation puts the LUMO energy at 0.58 eV. The total charge is -1.

A structure of composition C4H9NS, computed with the ωB97M-V functional and the def2-TZVPD basis.

Geometry (Å):
C: 0.794608 1.806145 -0.057311
C: -0.220311 0.555413 0.177444
C: -1.261850 -1.255176 -0.155614
C: 0.203364 -0.894150 0.386095
H: 0.103163 2.709208 -0.168866
H: 1.057458 1.612916 -1.204597
H: 1.809866 1.612739 0.523614
H: -0.731277 0.686539 1.241374
H: -2.065390 0.748982 -1.051802
H: -1.154608 -2.499748 -0.552884
H: -1.993035 -1.225791 0.644071
H: 0.384945 -1.146250 1.505701
H: 2.526771 -1.946971 0.156192
N: -1.125927 0.050755 -0.953100
S: 1.672224 -0.814604 -0.490324

Atoms 1-6, force components in eV/Å:
-0.79 -2.64 -3.16
-1.27 1.46 2.34
3.23 -2.70 -1.22
-1.16 0.29 3.44
1.62 -0.70 1.18
-0.07 0.63 2.29

The calculation puts the LUMO energy at 0.61 eV.

Looking at ΔE to the lowest compared entry with this formula, charge and spin for the records above, in order, we have 59.0 51.8 117.8 kcal per mole.